No. 1
# C37H53BrClNO11S

A 5-piece molecular cluster, C37H53BrClNO11S overall (wB97M-V/def2-TZVPD, the OMol25 dataset).

Energy, a.u.: -5756.41047
Multiplicity: 1
Frontier orbital gap, eV: 8.55
Total charge: 0

Last column: Löwdin charge in e.
Element x y z (Å)
C 3.98654 1.06380 4.62975  0.029
C 4.39567 0.92713 3.36084  -0.146
N 3.67186 0.32626 2.26674  -0.086
C 3.96264 -1.06264 2.16186  -0.289
C 4.95074 -1.52132 1.29413  -0.597
Br 5.94565 -0.25089 0.29200  0.785
C 5.23995 -2.86677 1.15922  -0.133
C 4.53479 -3.80122 1.90306  -0.070
C 3.54556 -3.38025 2.77703  -0.108
C 3.26726 -2.02823 2.89405  -0.432
S 1.98214 -1.46894 3.96927  1.063
C 1.37339 -0.13400 2.97118  -0.414
C 0.01691 0.13936 2.93682  -0.039
C -0.48971 1.16219 2.14543  -0.169
C -2.00228 1.30220 2.20127  -0.607
Cl -2.60683 2.98315 2.33356  0.676
C -2.67492 0.52269 1.05037  -0.239
C -3.26801 -0.79191 1.57321  -0.098
C 0.40607 1.91319 1.35868  -0.089
C -0.10734 2.99738 0.43492  -0.189
O -1.02119 2.50075 -0.53448  -0.206
C -0.39166 1.59263 -1.42927  -0.060
C 1.77901 1.64364 1.41521  -0.077
C 2.78543 2.43604 0.61726  -0.033
C 3.03579 3.82800 1.17040  -0.482
O 3.42366 4.74005 0.49778  0.135
O 2.82265 3.95556 2.52409  0.080
C 2.27438 0.61460 2.22597  -0.179
H 2.98754 1.37434 4.91317  0.066
H 4.68566 0.85311 5.43228  0.055
H 5.38548 1.29061 3.09264  0.109
H 6.01507 -3.18345 0.47567  0.102
H 4.71472 -4.86292 1.81540  0.115
H 2.96832 -4.08324 3.35817  0.109
H -0.64689 -0.46406 3.54427  0.114
H -2.30066 0.82417 3.13060  0.083
H -3.45751 1.09652 0.56278  0.103
H -1.89263 0.23032 0.35640  0.083
H -3.82853 -0.64163 2.49754  0.079
H -2.47188 -1.50025 1.81648  0.068
H -3.89307 -1.26899 0.82154  0.062
H 0.69985 3.49872 -0.10364  0.117
H -0.60960 3.77595 1.00338  0.086
H 0.68768 1.75041 -1.48701  0.088
H -0.80749 1.72107 -2.42651  0.099
H -0.53939 0.55739 -1.11132  0.080
H 3.74866 1.92402 0.61283  0.102
H 2.48571 2.57115 -0.41827  0.117
H 2.02665 4.47099 2.69712  0.123
C 7.22884 -1.50689 7.81802  -0.062
C 7.54586 -2.86868 7.23615  -0.236
O 6.38390 -3.50435 6.69575  0.004
C 5.94565 -3.28580 5.44064  -0.499
C 6.50866 -2.13273 4.64438  0.036
O 5.06185 -3.97515 5.01027  0.103
H 6.86748 -0.81790 7.05419  0.063
H 8.11712 -1.07363 8.27825  0.082
H 6.44899 -1.59427 8.57438  0.084
H 8.34205 -2.82384 6.49198  0.113
H 7.89055 -3.53665 8.02371  0.122
H 5.87573 -1.25850 4.79897  0.079
H 6.47730 -2.40116 3.59092  0.080
H 7.53770 -1.88117 4.88895  0.077
C -2.28812 -4.51156 -0.98933  -0.056
C -2.30393 -2.99757 -1.01219  -0.251
O -1.50826 -2.46435 -2.07202  -0.009
C -1.97893 -2.28460 -3.32879  -0.518
C -3.28992 -2.91457 -3.73050  0.003
O -1.29655 -1.67538 -4.10567  0.104
H -2.72383 -4.93018 -1.89651  0.071
H -2.85013 -4.88608 -0.13296  0.082
H -1.26222 -4.87376 -0.92238  0.084
H -3.31665 -2.59423 -1.05329  0.104
H -1.84969 -2.61386 -0.10041  0.104
H -3.09900 -3.89253 -4.16669  0.101
H -3.75088 -2.28603 -4.48136  0.075
H -4.00120 -3.01802 -2.91510  0.075
C -5.11456 -1.57402 -9.22679  -0.063
C -5.36265 -3.02832 -8.88628  -0.234
O -5.00209 -3.33118 -7.53448  0.006
C -5.83221 -3.15109 -6.49231  -0.517
C -7.09821 -2.34814 -6.67665  0.016
O -5.50419 -3.57970 -5.41875  0.088
H -5.73019 -0.90805 -8.62194  0.068
H -5.33692 -1.38689 -10.27746  0.082
H -4.07280 -1.31666 -9.03722  0.086
H -6.39125 -3.33087 -9.08733  0.112
H -4.72422 -3.66535 -9.49570  0.123
H -6.88998 -1.30694 -6.43283  0.097
H -7.84265 -2.72951 -5.98264  0.091
H -7.52087 -2.40512 -7.67631  0.070
C -3.43261 4.44399 -1.46358  -0.059
C -2.26178 5.30117 -1.88774  -0.232
O -2.52949 6.02436 -3.09570  0.002
C -3.15349 7.21740 -3.11425  -0.531
C -3.85318 7.70797 -1.86651  0.009
O -3.19448 7.83403 -4.14256  0.104
H -4.31452 5.04471 -1.23512  0.070
H -3.17215 3.86113 -0.58121  0.046
H -3.70761 3.75922 -2.26655  0.088
H -1.94023 5.98108 -1.09666  0.114
H -1.40967 4.66546 -2.11941  0.114
H -4.89423 7.38975 -1.90234  0.094
H -3.81740 8.79429 -1.86681  0.089
H -3.40462 7.36403 -0.93813  0.068

=====

No. 2
# C37H53GeN4O2SbSeSr

C37H53GeN4O2SbSeSr as an isolated structure (wB97M-V/def2-TZVPD, the OMol25 dataset).

Energy, a.u.: -6560.44585
Multiplicity: 1
Frontier orbital gap, eV: 5.39
Energy above the lowest of the compared OMol25 structures with the same formula, charge and spin, kcal per mole: 52.4
Total charge: 0

Last column: Löwdin charge in e.
Element x y z (Å)
Sr -0.09112 -0.09858 -0.55768  1.192
C -3.88046 4.03532 0.15950  -0.031
C -3.01742 3.21983 -0.75639  -0.340
C -2.28781 3.82090 -1.78078  -0.007
C -1.54948 3.04346 -2.64471  -0.039
C -1.52129 1.67139 -2.43886  -0.163
C -2.30155 1.14941 -1.39910  -0.553
N -3.03039 1.89730 -0.57501  0.081
Sb -2.80691 -1.03816 -1.54503  1.511
C -2.10675 -1.61207 0.49644  -0.537
C -2.09802 -2.93284 0.88715  -0.107
C -2.01661 -3.20092 2.24978  -0.034
C -2.02135 -2.14121 3.13180  -0.015
C -2.05062 -0.83511 2.64657  -0.323
C -2.07951 0.34284 3.57353  -0.014
N -2.07247 -0.56233 1.33915  0.027
C -0.89699 -1.72157 -2.62643  -0.488
C -0.93392 -1.86709 -4.00033  -0.120
C -0.01371 -2.73615 -4.58443  -0.049
C 0.85819 -3.43443 -3.77616  -0.006
C 0.83919 -3.23808 -2.39199  -0.312
C 1.73469 -3.99396 -1.46571  -0.030
N -0.02582 -2.38255 -1.83933  -0.008
H -4.85243 4.21471 -0.30525  0.084
H -3.42707 5.00334 0.37189  0.079
H -4.04363 3.50011 1.09219  0.077
H -2.31168 4.89665 -1.89882  0.124
H -0.99672 3.48477 -3.46522  0.111
H -1.03861 0.99320 -3.13761  0.086
H -2.09938 -3.73379 0.16002  0.106
H -1.95417 -4.22007 2.60681  0.119
H -1.98285 -2.30497 4.20015  0.119
H -3.10273 0.71316 3.66598  0.089
H -1.47231 1.15339 3.17231  0.067
H -1.71728 0.07944 4.56596  0.079
H -1.64074 -1.31869 -4.60977  0.102
H -0.00101 -2.87825 -5.65758  0.113
H 1.55928 -4.14295 -4.19616  0.117
H 2.53060 -4.49979 -2.01036  0.081
H 1.14941 -4.73710 -0.92004  0.093
H 2.15128 -3.33070 -0.70757  0.024
C 1.83302 1.64416 -5.16590  -0.051
C 1.58029 2.58218 -4.01358  -0.300
C 1.43303 3.95604 -4.24179  -0.066
C 1.19683 4.79535 -3.15669  -0.309
C 1.03420 6.27839 -3.37717  -0.054
C 1.10288 4.28890 -1.86655  -0.028
C 1.26531 2.90457 -1.57122  -0.345
C 1.49465 2.09221 -2.73010  -0.086
N 1.19372 2.26227 -0.39430  -0.051
C 1.18313 2.96637 0.89644  -0.623
C -0.25087 3.34086 1.29895  -0.045
C 1.72716 1.96448 1.92411  -0.065
C 2.08598 4.21123 1.01657  -0.052
H 1.13057 1.82005 -5.98340  0.075
H 1.74262 0.60090 -4.85507  0.063
H 2.83790 1.78303 -5.57160  0.080
H 1.50515 4.35928 -5.24583  0.106
H 0.66112 6.49363 -4.37921  0.071
H 1.99153 6.79262 -3.26491  0.080
H 0.34566 6.71417 -2.65116  0.070
H 0.84508 4.98068 -1.08184  0.087
H 1.59394 1.01537 -2.58483  0.050
H -0.90165 2.45938 1.28528  0.055
H -0.66557 4.06667 0.59512  0.068
H -0.28951 3.77461 2.30316  0.086
H 1.33183 0.96279 1.75495  0.030
H 1.47978 2.26854 2.94590  0.088
H 2.81367 1.89598 1.84532  0.074
H 1.59596 5.14194 0.74142  0.062
H 2.97706 4.09920 0.39628  0.088
H 2.40798 4.31938 2.05522  0.078
C 7.19692 -0.87464 1.61782  -0.229
Ge 5.58406 -1.79995 0.99996  0.766
C 5.02477 -3.12054 2.32103  -0.215
C 5.93565 -2.66038 -0.72523  -0.226
C 4.15605 -0.43633 0.87541  -0.560
Se 3.08034 -0.48180 -0.73558  0.872
C 4.31508 0.43450 -1.91403  -0.370
H 8.02764 -1.56987 1.74511  0.015
H 7.00995 -0.38827 2.57640  0.017
H 7.49773 -0.10720 0.90262  0.014
H 5.70196 -3.97582 2.32581  0.016
H 4.01078 -3.46299 2.10927  0.004
H 5.01677 -2.67477 3.31686  0.022
H 6.10756 -3.72690 -0.57539  0.015
H 6.81918 -2.23414 -1.20260  0.016
H 5.08621 -2.54369 -1.39884  -0.016
H 4.55684 0.57466 0.95885  0.021
H 3.45514 -0.59261 1.69438  -0.005
H 5.32438 0.06910 -1.72915  0.016
H 4.26894 1.51099 -1.75490  0.031
H 4.04483 0.21522 -2.94492  0.020
C 1.32369 -1.25534 3.91970  -0.106
O 1.61631 -2.37511 3.08183  -0.193
C 1.38117 -2.33408 1.71017  -0.288
O 0.94396 -1.22983 1.30221  -0.386
H 2.24431 -0.92200 4.40202  0.084
H 0.62192 -1.57482 4.69323  0.074
H 0.89674 -0.42816 3.35719  0.046